{
  "formula": "C11H44N8O11",
  "method": "the ωB97M-V functional and the def2-TZVPD basis",
  "lumo_ev": 0.231,
  "smiles": "NC(N)=O.NC(N)=O.NC(N)=O.NC(N)=O.CO.CO.CO.CO.CO.CO.CO",
  "max_force_ha_per_bohr": 0.1757,
  "gap_ev": 8.48,
  "homo_ev": -8.246,
  "multiplicity": 1,
  "species": ["C", "O", "N", "N", "H", "H", "H", "H", "C", "O", "N", "N", "H", "H", "H", "H", "C", "O", "N", "N", "H", "H", "H", "H", "C", "O", "N", "N", "H", "H", "H", "H", "C", "O", "H", "H", "H", "H", "C", "O", "H", "H", "H", "H", "C", "O", "H", "H", "H", "H", "C", "O", "H", "H", "H", "H", "C", "O", "H", "H", "H", "H", "C", "O", "H", "H", "H", "H", "C", "O", "H", "H", "H", "H"],
  "positions_angstrom": [[2.7163, 2.5339, -0.2226], [3.0733, 1.5089, 0.5764], [1.5973, 2.3609, -0.8296], [3.3133, 3.6629, -0.4666], [1.1743, 1.4139, -1.0506], [1.3273, 3.0849, -1.5706], [4.1533, 3.9109, 0.1254], [2.8923, 4.4529, -0.9746], [0.3143, -1.7681, 4.3724], [1.3763, -0.9441, 3.9044], [-0.5537, -2.2151, 3.5034], [0.1643, -2.0381, 5.6024], [-0.5497, -1.8211, 2.5564], [-1.4567, -2.6611, 3.8594], [0.9303, -1.7571, 6.1424], [-0.4907, -2.6611, 6.1164], [-2.5247, -1.4961, 1.1024], [-1.1517, -1.2911, 1.1694], [-3.1207, -2.3881, 0.4144], [-3.3827, -1.1031, 1.9594], [-2.6937, -3.1091, -0.2476], [-4.1017, -2.5281, 0.5434], [-3.0167, -0.2971, 2.5664], [-4.3667, -1.1051, 1.8654], [-0.3967, 1.3299, 2.0974], [-1.5087, 0.9629, 2.8394], [0.8803, 1.2069, 2.3224], [-0.5597, 1.8589, 0.9474], [1.2933, 0.4689, 2.9854], [1.5733, 1.5009, 1.6854], [-1.5527, 1.6789, 0.6674], [0.1553, 2.0529, 0.2254], [2.7853, 2.2509, -4.2266], [3.1963, 3.2479, -3.3076], [2.4143, 2.9149, -5.0216], [1.8263, 1.7769, -3.8986], [3.5803, 1.6899, -4.6706], [3.9313, 2.8109, -2.8166], [3.6423, -0.6301, -2.0166], [4.6773, -0.5601, -2.8146], [2.6243, -0.7741, -2.6186], [3.4823, 0.3179, -1.5446], [3.7633, -1.4271, -1.2876], [5.0503, 0.3469, -2.6806], [-0.3307, -0.1991, -1.6116], [0.7343, -0.2631, -0.7046], [-0.9027, -1.0601, -1.6266], [-0.1367, -0.0521, -2.6906], [-0.9637, 0.6219, -1.3156], [0.2593, -0.2241, 0.1774], [-1.0527, -4.6421, -0.6776], [-2.3987, -4.8611, -0.6026], [-0.5937, -5.5351, -1.2406], [-0.6757, -4.4361, 0.2844], [-0.7817, -3.7861, -1.2526], [-2.4507, -5.7271, -0.3346], [1.6643, -2.4471, 0.9284], [1.9803, -3.7501, 1.4784], [1.2063, -1.9051, 1.6584], [0.8693, -2.5691, 0.1964], [2.6093, -2.0591, 0.4134], [1.4613, -3.9081, 2.2254], [-4.0607, 0.7799, -0.8996], [-3.2047, 1.3529, 0.0974], [-4.0417, 1.1529, -1.9376], [-5.0887, 0.6109, -0.6556], [-3.6827, -0.2051, -1.0276], [-3.6477, 1.3409, 0.9344], [-2.4517, 4.3479, -1.7876], [-1.5927, 3.2519, -1.5006], [-2.2077, 4.7759, -2.7446], [-2.4517, 5.1409, -1.0386], [-3.4987, 4.0599, -1.9106], [-1.0497, 3.4269, -0.7196]]
}

{
  "formula": "C11H48N14O15",
  "method": "the ωB97M-V functional and the def2-TZVPD basis",
  "lumo_ev": 0.229,
  "max_force_ha_per_bohr": 0.0783,
  "gap_ev": 9.60,
  "homo_ev": -9.370,
  "multiplicity": 1,
  "species": ["C", "O", "N", "N", "H", "H", "H", "H", "C", "O", "N", "N", "H", "H", "H", "H", "C", "O", "N", "N", "H", "H", "H", "H", "C", "O", "N", "N", "H", "H", "H", "H", "C", "O", "N", "N", "H", "H", "H", "H", "C", "O", "N", "N", "H", "H", "H", "H", "C", "O", "N", "N", "H", "H", "H", "H", "O", "H", "H", "O", "H", "H", "O", "H", "H", "O", "H", "H", "C", "C", "O", "O", "H", "H", "H", "H", "H", "H", "C", "C", "O", "O", "H", "H", "H", "H", "H", "H"],
  "positions_angstrom": [[2.2968, 0.3201, 3.5899], [1.2612, -0.3416, 3.4479], [2.3107, 1.2648, 4.6561], [3.4130, 0.0585, 2.7982], [1.4205, 1.1153, 5.1962], [3.1265, 1.5433, 5.2177], [4.1930, 0.7258, 2.7466], [3.4286, -0.5918, 1.9921], [-2.7638, -0.7705, 2.5839], [-3.1333, -0.4750, 1.4527], [-1.5527, -1.3843, 2.7018], [-3.4224, -0.4835, 3.7239], [-1.0254, -1.5342, 1.8399], [-1.0183, -1.4896, 3.5603], [-4.2177, 0.1009, 3.7596], [-3.1348, -0.8441, 4.6136], [-2.0397, -3.6646, -0.0177], [-1.6545, -2.5315, -0.2005], [-2.9695, -4.2998, -0.7093], [-1.3628, -4.3892, 0.9673], [-3.5776, -3.8010, -1.3561], [-3.2234, -5.2315, -0.4273], [-0.3952, -4.1249, 0.9744], [-1.6958, -5.3547, 1.1422], [-0.6376, 6.8842, -1.7455], [-1.1473, 7.9742, -2.0727], [0.3223, 6.8071, -0.6759], [-0.8821, 5.6331, -2.3931], [0.8287, 7.6023, -0.3002], [0.7449, 5.9102, -0.3912], [-0.5823, 4.7891, -1.9330], [-1.7998, 5.4538, -2.7457], [-3.2796, 2.7772, -0.4131], [-3.3301, 3.8924, -0.8322], [-3.5769, 2.2930, 0.7960], [-2.6580, 1.7311, -1.3639], [-4.2007, 2.7413, 1.4568], [-3.3922, 1.2955, 0.9475], [-2.3715, 2.2170, -2.1893], [-1.8220, 1.2194, -1.0066], [3.6780, -1.0127, -0.8663], [3.9221, -1.4167, 0.2696], [3.9552, 0.2436, -1.1701], [3.2575, -1.9276, -1.8371], [3.8904, 0.6244, -2.0896], [3.9963, 0.7452, -0.2928], [2.9505, -2.8310, -1.5066], [2.7692, -1.5992, -2.6444], [-4.3730, -1.6206, -2.6539], [-4.0882, -2.7893, -2.7260], [-4.4039, -0.9513, -1.4648], [-4.7205, -1.0548, -3.8700], [-4.4183, 0.0661, -1.3720], [-3.8538, -1.3974, -0.7276], [-4.7871, -0.0391, -4.0785], [-4.5794, -1.6454, -4.7245], [0.3905, 1.3117, -3.5096], [0.0541, 0.6969, -4.1542], [-0.3921, 1.3690, -2.9241], [3.2708, 1.7850, -3.6549], [2.3066, 1.8790, -3.8214], [3.6748, 1.7790, -4.5242], [-1.4048, -1.7841, -3.2926], [-1.5886, -1.7687, -2.3282], [-1.6417, -2.7261, -3.3799], [5.3086, 2.1594, 0.9799], [5.6493, 1.9124, 0.1046], [4.6934, 2.8978, 0.8637], [0.8222, 2.0236, 0.3673], [0.5789, 0.5789, 0.4982], [-0.2340, 0.1899, -0.6029], [1.5520, 2.3906, -0.8403], [1.3941, 2.4103, 1.2035], [-0.0861, 2.6501, 0.4122], [0.1173, 0.4251, 1.4511], [1.5369, 0.0493, 0.5544], [-0.4751, -0.7514, -0.5291], [1.2895, 1.7509, -1.5163], [2.7794, -4.3009, 1.5263], [2.1805, -3.8851, 2.8903], [0.8705, -3.4372, 2.9186], [2.2807, -3.5656, 0.4311], [2.7108, -5.3730, 1.3094], [3.8370, -4.0642, 1.5660], [2.8360, -3.0931, 3.3216], [2.3510, -4.7574, 3.5351], [0.9132, -2.4773, 3.1162], [2.7505, -2.7068, 0.3914]]
}

{
  "formula": "C11H4ClF5HgNS",
  "method": "the ωB97M-V functional and the def2-TZVPD basis",
  "lumo_ev": [0.407, -2.783],
  "max_force_ha_per_bohr": 0.0109,
  "gap_ev": [8.91, 5.65],
  "homo_ev": [-8.504, -8.435],
  "s_squared": 0.768,
  "multiplicity": 2,
  "species": ["Hg", "F", "C", "C", "F", "C", "F", "C", "S", "C", "F", "C", "F", "Cl", "C", "C", "C", "C", "N", "C", "H", "H", "H", "H"],
  "positions_angstrom": [[-1.7053, 1.6021, 0.9564], [5.7547, 3.0839, 1.3708], [4.6329, 2.3802, 1.2215], [4.5791, 1.3369, 0.2982], [5.6645, 1.0249, -0.4165], [3.3983, 0.6281, 0.1312], [3.3566, -0.3655, -0.7587], [2.2470, 0.9089, 0.8834], [0.8392, -0.0666, 0.7046], [2.3350, 1.9634, 1.8015], [1.2486, 2.2973, 2.5123], [3.5020, 2.6939, 1.9733], [3.5501, 3.6800, 2.8729], [-6.0867, -1.9417, -2.7692], [-4.6387, -1.8503, -1.8408], [-3.7858, -2.9427, -1.7562], [-2.6289, -2.8128, -1.0068], [-2.3795, -1.6078, -0.3698], [-3.1980, -0.5687, -0.4551], [-4.3018, -0.6749, -1.1745], [-4.0266, -3.8632, -2.2633], [-1.9265, -3.6256, -0.9156], [-1.4879, -1.4740, 0.2274], [-4.9424, 0.1942, -1.2269]]
}

What is the formula in the third record? C11H4ClF5HgNS